No. 1
Entry from the OMol25 dataset: a molecular structure, C24H28N3P2Pd (ωB97M-V with the def2-TZVPD basis set).

XYZ file:
```
58
Properties=species:S:1:pos:R:3:forces:R:3:lowdin_charge:R:1
Pd -0.6886 -0.7676 0.0083 -0.1 0.2 0.3 0.19
C 4.4762 -0.2327 -1.1492 0.0 0.0 0.0 -0.08
C 3.2167 -0.6592 -1.6217 0.0 0.0 0.0 -0.17
N 2.1180 0.0312 -1.4793 0.0 0.0 0.0 0.12
C 2.1660 1.2271 -0.8427 -0.1 -0.1 -0.1 -0.18
C 3.3858 1.7594 -0.3574 0.1 0.1 0.1 -0.20
C 4.5518 0.9788 -0.5281 0.0 0.0 0.0 -0.05
C 3.4171 3.0177 0.2910 0.0 -0.1 0.0 -0.09
C 2.2413 3.7022 0.4426 -0.1 0.0 0.0 -0.11
C 1.0195 3.1952 -0.0207 0.1 0.0 0.0 -0.05
C 0.9175 1.9542 -0.6564 0.1 0.0 0.0 -0.25
N -0.2493 1.3592 -0.9926 0.0 -0.1 0.0 0.02
C -1.3318 2.0712 -1.3393 0.0 0.1 -0.1 -0.25
C -1.3126 3.3136 -1.9908 0.0 0.0 0.0 -0.05
C -2.4822 3.9610 -2.3967 0.1 0.0 0.0 -0.12
C -3.7261 3.4336 -2.1672 -0.1 -0.1 0.0 -0.10
C -3.8184 2.1889 -1.5032 0.0 0.1 0.0 -0.18
C -5.0605 1.5849 -1.2030 0.0 0.0 0.0 -0.05
C -5.0989 0.3939 -0.5401 0.0 0.0 0.0 -0.08
C -3.8821 -0.2147 -0.1813 0.0 0.0 0.0 -0.16
N -2.7124 0.3107 -0.4540 0.0 0.0 0.0 0.03
C -2.6463 1.5028 -1.0988 -0.1 -0.1 0.0 -0.15
H 5.3511 -0.8564 -1.2850 0.0 0.0 0.0 0.09
H 3.1294 -1.6107 -2.1412 0.0 0.0 0.0 0.09
H 5.4966 1.3555 -0.1505 0.0 0.0 0.0 0.11
H 4.3562 3.4122 0.6599 0.0 0.0 0.0 0.09
H 2.2478 4.6622 0.9488 0.0 0.0 0.0 0.09
H 0.1116 3.7580 0.1520 0.0 0.0 0.0 0.10
H -0.3515 3.7636 -2.2024 0.0 0.0 0.0 0.10
H -2.3971 4.9119 -2.9132 0.0 0.0 0.0 0.09
H -4.6280 3.9463 -2.4793 0.0 0.0 0.0 0.09
H -5.9740 2.0865 -1.5045 0.0 0.0 0.0 0.10
H -6.0371 -0.0870 -0.2936 0.0 0.0 0.0 0.09
H -3.8707 -1.1679 0.3356 0.0 0.0 0.0 0.09
C -0.2871 -0.4096 3.7693 0.0 0.0 0.0 -0.31
P 0.2873 -0.8339 2.0629 0.0 0.0 0.0 0.72
C 2.0234 -0.2378 2.2217 0.0 0.0 0.0 -0.27
C 0.5696 -2.6519 2.3321 0.0 0.0 0.0 -0.44
C 0.9088 -3.3590 1.0183 0.0 0.0 0.0 -0.44
P -0.3025 -2.9049 -0.3257 0.1 -0.3 0.0 0.65
C -1.6231 -4.1409 0.0727 0.0 0.0 0.0 -0.31
C 0.5047 -3.8730 -1.6853 0.0 0.1 0.0 -0.31
H 0.3586 -0.8172 4.5547 0.0 0.0 0.0 0.03
H -1.3030 -0.7846 3.9053 0.0 0.0 0.0 0.02
H -0.3168 0.6776 3.8628 0.0 0.0 0.0 0.03
H 2.4923 -0.5612 3.1568 0.0 0.0 0.0 0.03
H 2.0422 0.8525 2.1637 0.0 0.0 0.0 0.03
H 2.6015 -0.6181 1.3768 0.0 0.0 0.0 0.02
H -0.3659 -3.0523 2.7384 0.0 0.0 0.0 0.06
H 1.3460 -2.8141 3.0889 0.0 0.0 0.0 0.07
H 0.9573 -4.4466 1.1517 0.0 0.0 0.0 0.07
H 1.8914 -3.0293 0.6632 0.0 0.0 0.0 0.06
H -1.2295 -5.1573 0.1801 0.0 0.0 0.0 0.03
H -2.3708 -4.1309 -0.7226 0.0 0.0 0.0 0.02
H -2.1194 -3.8449 0.9985 0.0 0.0 0.0 0.02
H 0.7604 -4.8967 -1.3902 0.0 0.0 0.0 0.03
H 1.4094 -3.3485 -1.9970 0.0 0.0 0.0 0.01
H -0.1699 -3.9033 -2.5428 0.0 0.0 0.0 0.03
```
Forces are in eV/Å.

Summary:
E_LUMO	3.08	eV
energy	-1906.29851	Eh
charge	-1
energy above the lowest of the compared OMol25 structures with the same formula, charge and spin	0.000	eV

***

No. 2
Entry from the OMol25 dataset: a single C3H4N4 molecule in a non-equilibrium geometry (ωB97M-V with the def2-TZVPD basis set).

XYZ file:
```
11
Properties=species:S:1:pos:R:3:forces:R:3:lowdin_charge:R:1
C -1.6501 -0.1952 -0.1370 0.3 -2.8 -2.4 -0.19
C -0.2258 -0.3065 0.0129 -0.8 0.3 0.1 -0.33
C -0.4600 1.0309 -0.2528 0.2 0.0 -0.2 -0.02
N 1.9896 1.0722 -0.1789 1.8 -1.6 1.0 0.13
N -1.7974 0.9984 0.4297 -1.7 3.9 1.8 -0.04
N 0.8700 -1.0501 0.1184 0.3 0.0 -0.6 0.05
N 2.1401 -0.0310 0.1611 -0.1 -0.9 0.0 -0.13
H -2.2141 -0.4104 -1.0777 0.4 -0.6 1.0 0.13
H -2.4759 1.6554 -0.0023 0.4 -0.7 0.0 0.11
H 0.9296 -2.0101 0.4410 -0.1 0.3 0.0 0.11
H 2.8940 -0.7536 0.4856 -0.7 2.0 -0.7 0.18
```
Forces are in eV/Å.

Summary:
E_LUMO	0.58	eV
energy	-335.42797	Eh
energy above the lowest of the compared OMol25 structures with the same formula, charge and spin	9.398	eV

***

No. 3
Entry from the OMol25 dataset: a molecular structure, C29H25BrCdClN8O2S3 (ωB97M-V with the def2-TZVPD basis set).

XYZ file:
```
70
Properties=species:S:1:pos:R:3:forces:R:3:lowdin_charge:R:1
Cd -0.1541 -1.2890 -0.0467 -0.2 -0.2 -0.2 1.23
N 0.2605 3.6751 -0.9465 -0.2 0.2 0.2 0.16
C 1.6162 3.8329 -0.7725 0.0 0.0 0.1 -0.19
C 2.5406 4.7336 -1.2908 0.0 0.0 -0.1 -0.03
C 3.8410 4.6297 -0.8298 0.0 0.0 0.0 -0.11
C 4.2099 3.6592 0.1146 0.0 0.0 0.0 -0.10
C 3.2841 2.7706 0.6307 0.0 0.0 0.0 -0.01
C 1.9708 2.8616 0.1754 0.0 0.0 0.0 -0.21
N 0.8531 2.1292 0.5425 0.1 -0.1 0.2 0.19
C -0.1253 2.6239 -0.1572 0.1 0.2 0.2 -0.30
C -1.5160 2.1743 -0.0954 -0.2 -0.1 0.1 -0.34
C -2.5202 2.6645 -0.8740 -0.1 0.1 -0.2 -0.37
S -3.9984 1.9306 -0.4658 0.0 -0.1 0.1 1.00
C -3.1803 0.9982 0.7210 0.0 0.0 0.1 -0.50
N -1.9072 1.2100 0.8135 0.1 0.4 -0.2 0.03
H -0.2959 4.0743 -1.6829 0.0 -0.1 -0.2 0.13
H 2.2614 5.4844 -2.0206 0.0 0.0 0.0 0.10
H 4.5934 5.3151 -1.2023 0.0 0.0 0.0 0.09
H 5.2402 3.6063 0.4434 0.0 0.0 0.0 0.09
H 3.5587 2.0203 1.3627 0.0 0.0 -0.1 0.11
H -2.4559 3.3591 -1.6993 0.0 0.0 0.1 0.07
H -3.7167 0.2867 1.3396 0.1 0.0 -0.1 0.08
S 0.8588 -6.0663 1.3266 0.0 -0.2 0.0 0.39
C 0.4949 -4.5104 1.0005 -0.1 0.3 0.0 -1.04
N 0.2040 -3.3949 0.8019 0.0 -0.3 0.0 -0.07
Cl 1.3068 1.3084 5.1818 0.0 0.0 0.0 0.66
C 0.3373 0.0684 4.4498 0.0 0.0 0.0 -0.65
C -0.3467 -0.8400 5.2364 0.0 0.0 0.0 -0.10
C -1.1125 -1.8030 4.6000 0.0 0.0 0.1 -0.05
C -1.1534 -1.8154 3.2160 0.0 0.0 -0.1 -0.14
N -0.4918 -0.9340 2.4699 0.1 0.0 -0.1 0.01
C 0.2495 -0.0030 3.0697 -0.2 0.0 -0.2 -0.18
H -0.2709 -0.7951 6.3153 0.0 0.0 0.0 0.11
H -1.6594 -2.5411 5.1723 0.0 0.0 0.0 0.10
H -1.7210 -2.5608 2.6746 0.1 0.1 0.0 0.06
H 0.7594 0.7007 2.4207 0.0 0.1 0.0 0.07
Br 6.5865 0.1707 0.0036 0.0 0.0 0.0 0.66
C 4.7421 -0.3064 -0.1285 0.0 0.0 0.0 -0.72
C 4.0864 -0.8012 0.9853 0.0 0.0 0.0 -0.16
C 2.7234 -1.0622 0.8931 0.0 0.0 0.0 -0.18
C 1.9850 -0.8679 -0.2835 0.1 0.1 0.1 -0.26
C 2.7192 -0.4396 -1.3923 0.0 0.0 0.1 -0.16
C 4.0784 -0.1380 -1.3272 0.0 0.0 -0.1 -0.15
H 4.6278 -0.9801 1.9063 0.0 0.1 0.0 0.09
H 2.2251 -1.4416 1.7814 0.1 0.0 0.0 0.07
H 2.2530 -0.3475 -2.3674 0.0 0.0 0.0 0.06
H 4.6090 0.2190 -2.2023 0.0 0.0 0.0 0.10
N 0.2185 -0.4322 -4.3140 -0.2 0.2 0.1 -0.01
C -0.5577 0.7604 -4.6664 0.0 -0.2 0.1 -0.18
C -0.3997 1.8514 -3.6137 0.0 -0.1 -0.1 -0.53
O -0.9283 2.9384 -3.6883 0.0 -0.1 0.0 0.06
O 0.3763 1.5210 -2.5948 0.0 0.1 -0.1 0.07
H 0.4057 -1.0025 -5.1246 0.1 0.0 -0.1 0.08
H -0.3129 -1.0059 -3.6588 -0.1 0.0 -0.2 -0.02
H 0.7141 0.6212 -2.7610 0.2 -0.1 0.0 0.05
H -1.6301 0.5732 -4.7555 -0.1 0.0 0.0 0.11
H -0.2083 1.1753 -5.6089 0.0 0.0 -0.1 0.12
C -3.0791 -4.3112 1.5108 0.0 0.1 -0.1 -0.04
C -3.5901 -3.3728 0.4526 0.1 0.1 0.0 -0.33
C -4.9223 -3.4192 0.0492 0.0 0.0 0.0 -0.05
C -5.3064 -2.5205 -0.9241 0.1 0.1 -0.1 -0.16
N -4.4587 -1.6923 -1.5273 0.0 -0.1 0.0 0.04
C -3.1740 -1.7417 -1.1272 -0.4 -0.2 0.2 -0.87
S -2.0237 -0.7669 -1.9734 0.5 -0.1 0.6 0.57
N -2.7350 -2.5083 -0.0964 -0.1 0.1 -0.1 0.05
H -3.4246 -5.3243 1.3031 0.0 0.0 0.0 0.09
H -3.4628 -4.0270 2.4950 0.0 0.0 0.0 0.08
H -1.9927 -4.2998 1.5256 0.0 -0.1 0.0 0.03
H -5.6180 -4.1237 0.4861 0.0 0.0 0.0 0.10
H -6.3408 -2.4617 -1.2515 0.0 0.0 0.0 0.10
```
Forces are in eV/Å.

Summary:
E_LUMO	2.31	eV
energy	-6105.33550	Eh
charge	-1
energy above the lowest of the compared OMol25 structures with the same formula, charge and spin	0.605	eV

***

No. 4
Entry from the OMol25 dataset: a molecular structure, C42H50N6O8P2V (ωB97M-V with the def2-TZVPD basis set).

XYZ file:
```
109
Properties=species:S:1:pos:R:3:forces:R:3:lowdin_charge:R:1
V 0.0060 0.3715 -0.9464 0.3 -0.6 0.6 0.60
C 2.3285 3.4226 -1.0764 0.0 0.0 0.0 -0.10
C 2.4907 2.8534 0.3385 0.1 -0.1 0.0 -0.51
C 3.0634 3.9110 1.2807 0.0 0.1 0.0 -0.12
P 0.9129 1.9930 0.7925 -0.1 0.0 -0.2 1.09
C -0.1426 3.1330 1.7931 -0.1 0.1 0.0 -0.52
C 0.3175 3.4940 3.2032 0.0 0.0 0.0 -0.11
C -0.4837 4.3788 0.9661 0.0 0.0 0.0 -0.12
C 1.3750 0.6618 1.9522 0.0 0.0 0.1 -0.28
C 2.5157 0.6788 2.7416 0.0 -0.1 0.0 -0.06
C 2.8911 -0.4038 3.5286 0.0 0.0 0.0 -0.30
C 4.1670 -0.3922 4.3246 0.0 0.0 0.0 -0.07
C 2.0807 -1.5298 3.4879 0.1 0.0 -0.1 -0.06
C 0.9504 -1.5883 2.6879 0.0 0.0 0.0 -0.05
C 0.5493 -0.4893 1.9147 -0.1 0.2 0.1 -0.30
N -0.5299 -0.4582 1.0395 0.0 0.1 -0.2 -0.06
C -1.7241 -1.0561 1.2828 -0.1 0.0 0.0 -0.30
C -2.0812 -1.7100 2.4953 0.0 0.0 0.0 -0.03
C -3.3007 -2.3251 2.6690 0.0 0.0 0.1 -0.07
C -4.2848 -2.3276 1.6811 0.0 0.1 0.0 -0.31
C -5.6202 -2.9882 1.8923 -0.1 0.0 0.0 -0.08
C -3.9935 -1.6166 0.5277 0.0 -0.1 0.1 -0.09
C -2.7717 -0.9817 0.3042 0.0 0.0 0.0 -0.29
P -2.4940 0.1463 -1.0947 0.1 0.1 0.0 1.08
C -3.7190 1.5161 -0.8804 0.0 0.0 -0.1 -0.53
C -3.3206 2.3174 0.3516 0.0 0.0 0.0 -0.12
C -5.1980 1.1449 -0.8358 0.0 0.0 0.0 -0.11
C -2.9416 -0.6537 -2.7219 0.0 0.0 -0.1 -0.52
C -3.2650 0.4366 -3.7465 0.0 0.0 0.0 -0.10
C -3.9899 -1.7639 -2.7729 0.0 0.0 0.0 -0.12
H 3.2687 3.8702 -1.4114 0.0 0.0 0.0 0.08
H 1.5503 4.1883 -1.1180 0.0 0.0 0.0 0.07
H 2.0497 2.6427 -1.7851 0.0 0.0 0.0 0.05
H 3.2001 2.0206 0.2770 0.0 0.0 0.0 0.09
H 2.4666 4.8249 1.2518 0.0 0.0 0.0 0.06
H 4.0744 4.1765 0.9582 0.0 0.0 0.0 0.08
H 3.1181 3.5863 2.3181 0.0 0.0 0.0 0.05
H -1.0537 2.5325 1.8905 0.0 0.0 0.0 0.08
H 1.1007 4.2528 3.1875 0.0 0.0 0.0 0.06
H 0.6917 2.6246 3.7455 0.0 0.0 0.0 0.06
H -0.5241 3.9082 3.7676 0.0 0.0 0.0 0.07
H 0.3440 5.0918 0.9875 0.0 0.0 0.0 0.06
H -1.3592 4.8855 1.3835 0.0 0.0 0.0 0.08
H -0.6957 4.1423 -0.0796 0.0 0.0 0.0 0.05
H 3.1680 1.5436 2.7209 0.0 0.0 0.0 0.09
H 4.6303 0.5955 4.3053 0.0 0.0 0.0 0.07
H 4.8893 -1.0963 3.9035 0.0 0.0 0.0 0.06
H 3.9932 -0.6623 5.3694 0.0 0.0 0.0 0.07
H 2.3636 -2.4093 4.0588 0.0 0.0 0.0 0.11
H 0.3955 -2.5142 2.6327 0.0 0.0 0.0 0.10
H -1.3834 -1.7142 3.3183 0.0 0.0 0.0 0.09
H -3.4979 -2.8211 3.6163 0.0 0.0 0.0 0.10
H -5.5180 -3.9448 2.4109 0.0 0.0 0.0 0.07
H -6.1170 -3.1833 0.9395 0.0 0.0 0.0 0.07
H -6.2975 -2.3687 2.4897 0.0 0.0 0.0 0.07
H -4.7617 -1.5399 -0.2313 0.0 0.0 0.0 0.09
H -3.5235 2.1509 -1.7493 0.0 0.0 0.0 0.09
H -3.3200 1.6909 1.2501 0.0 0.0 0.0 0.08
H -4.0239 3.1401 0.5125 0.0 0.0 0.0 0.08
H -2.3299 2.7385 0.2027 0.0 0.0 0.0 0.03
H -5.4353 0.5920 0.0752 0.0 0.0 0.0 0.07
H -5.5099 0.5430 -1.6905 0.0 0.0 0.0 0.05
H -5.8016 2.0580 -0.8341 0.0 0.0 0.0 0.08
H -1.9837 -1.0738 -3.0436 0.0 0.0 0.0 0.08
H -4.2601 0.8569 -3.5808 0.0 0.0 0.0 0.07
H -3.2441 0.0121 -4.7531 0.0 0.0 0.0 0.09
H -2.5410 1.2499 -3.7179 0.0 0.0 0.0 0.06
H -4.9968 -1.3775 -2.6015 0.0 0.0 0.0 0.06
H -3.8082 -2.5506 -2.0412 0.0 0.0 0.0 0.05
H -3.9817 -2.2204 -3.7676 0.0 0.0 0.0 0.08
O 0.0600 3.6328 -6.7264 0.0 -0.1 0.1 0.07
C -0.0843 3.2200 -5.5930 -0.1 0.1 0.1 -0.28
C 0.4338 1.9389 -5.0046 0.0 0.2 -0.1 -0.33
O 1.1292 1.0893 -5.5642 0.0 0.1 0.0 0.03
C -0.0335 1.8999 -3.6399 0.0 -0.4 0.1 -0.31
C -0.7979 3.0492 -3.2778 -0.1 0.2 0.0 -0.35
O -1.3498 3.2671 -2.1807 0.1 0.0 -0.1 -0.02
C -0.8495 3.9281 -4.4874 0.0 0.0 0.0 -0.29
O -1.4093 5.0035 -4.5925 0.0 0.0 0.0 0.07
O 0.2179 0.8868 -2.8716 0.2 0.2 -0.3 -0.21
O 5.5549 -4.1407 1.5702 -0.1 -0.1 0.0 -0.06
C 4.3171 -4.3957 2.1828 0.0 0.0 0.1 -0.26
N 3.1874 -3.9372 1.4052 0.0 0.1 -0.2 0.11
C 2.2233 -4.7616 0.9474 0.0 0.0 0.2 -0.44
O 2.1879 -5.9602 1.2079 0.0 0.0 -0.1 0.03
C 1.1240 -4.1394 0.1312 0.0 0.1 -0.1 -0.10
C 0.0045 -4.9245 -0.1147 0.0 0.0 0.0 -0.01
C -1.0223 -4.4044 -0.8763 0.0 0.0 0.0 -0.04
C -0.8874 -3.1184 -1.3745 0.0 -0.1 0.0 -0.12
N 0.1691 -2.3421 -1.1424 -0.2 0.1 0.0 0.09
C 1.1518 -2.8493 -0.3927 0.1 -0.1 -0.1 -0.06
H 5.5965 -3.1812 1.4197 0.0 0.0 0.0 0.02
H 4.2758 -3.9224 3.1718 0.0 0.0 0.0 0.11
H 4.2047 -5.4706 2.2925 0.0 0.0 0.0 0.12
H 3.1521 -2.9463 1.2017 0.0 -0.1 0.1 0.08
H -0.0272 -5.9256 0.2925 0.0 0.0 0.0 0.11
H -1.9141 -4.9776 -1.0928 0.0 0.0 0.0 0.10
H -1.6629 -2.7035 -1.9972 0.0 0.0 0.0 0.07
H 1.9845 -2.1711 -0.2485 0.0 0.0 0.1 0.10
N 2.9714 0.3428 -2.9161 -0.1 -0.1 -0.1 0.22
C 3.1231 -0.0519 -1.6489 0.1 -0.1 0.3 -0.49
O 2.1494 -0.1410 -0.8453 -0.1 0.3 -0.3 -0.14
C 4.4505 -0.3817 -1.1871 -0.2 0.1 -0.1 -0.20
C 4.6318 -0.9097 0.0907 0.0 -0.1 0.2 -0.18
N 4.8044 -1.3778 1.1391 0.1 0.1 -0.1 0.17
C 5.5684 -0.2781 -2.0348 0.2 -0.1 -0.1 -0.27
N 6.4732 -0.1998 -2.7530 -0.1 0.1 0.0 0.10
H 3.7416 0.2783 -3.5590 0.0 0.0 0.0 0.11
H 2.0261 0.4583 -3.2798 -0.1 0.0 0.0 0.08
```
Forces are in eV/Å.

Summary:
multiplicity	4
E_LUMO (alpha / beta)	3.83 / 3.83	eV
energy	-4187.88877	Eh
charge	-2
energy above the lowest of the compared OMol25 structures with the same formula, charge and spin	0.139	eV